Entry 1:
Here is C19H14Br2N3O4S3W as an isolated structure in a non-equilibrium geometry from the Open Molecules 2025 dataset. Energies are from wB97M-V/def2-TZVPD.

Structure (XYZ):
```
46
Properties=species:S:1:pos:R:3:forces:R:3:mulliken_charge:R:1
W -0.484607 -0.869910 1.053769 3.786 -0.128 -2.647 0.891
N -2.263831 -1.377973 2.262247 1.238 0.083 1.681 -0.555
C -3.276976 -2.069509 1.476706 1.538 -2.503 -0.972 -0.569
C -3.907533 -1.217969 0.447996 -1.932 -1.736 -2.640 -0.424
C -3.042558 -0.720755 -0.718249 -2.619 0.861 -2.238 0.549
O -3.488817 -0.309788 -1.788853 1.174 -1.016 2.822 -0.571
O -1.772416 -0.835846 -0.449489 2.747 0.503 1.631 -0.373
H -2.058033 -1.974683 3.110255 0.006 0.882 -1.136 0.413
H -2.643858 -0.500658 2.658847 0.245 -0.445 -0.214 0.358
H -3.925591 -2.490700 2.213527 -1.131 -0.276 -0.054 0.469
H -2.718881 -2.951740 0.977822 -1.015 1.227 0.743 0.263
H -4.391481 -0.383346 0.901775 -0.800 0.684 0.084 0.324
H -4.668938 -1.914922 -0.141378 1.064 1.714 1.511 0.312
S 0.794058 -0.909898 3.057315 -0.862 0.724 -0.381 -0.225
C 1.311660 0.786056 3.131376 -1.354 0.765 -0.443 0.622
C 2.395123 1.107866 3.920581 1.439 -1.389 -0.460 -0.529
C 2.988922 2.358040 3.924271 -3.042 -0.017 -1.206 0.627
C 4.133580 2.490115 4.675533 4.215 1.033 1.799 -0.277
N 5.172569 2.589935 5.198421 -2.067 -0.245 -0.799 -0.420
C 2.346626 3.400589 3.214195 -1.528 -0.366 -0.466 0.590
C 1.161205 3.158898 2.449167 0.709 -1.271 0.843 -0.944
C 0.631035 1.843761 2.441628 0.422 0.068 -0.995 0.680
S -0.740999 1.591189 1.294194 0.860 -2.258 0.915 -0.291
C 2.772721 4.742746 3.348215 0.926 2.460 -0.055 -0.251
N 3.078300 5.861899 3.438054 -0.467 -1.782 -0.094 -0.397
H 3.005120 0.293807 4.343293 -0.658 0.356 0.151 0.412
H 0.641295 3.898915 1.827263 0.573 0.003 0.583 0.476
Br -2.074360 6.380856 -6.739285 0.202 -1.313 0.126 -0.084
C -2.505732 4.745127 -5.636338 0.709 4.489 1.648 -0.455
Br -4.057569 5.347615 -4.643981 0.058 -0.779 0.204 -0.064
H -1.658296 4.634064 -4.969522 -0.172 -0.028 0.041 0.263
H -2.683826 3.920076 -6.187126 -0.794 -2.374 -2.015 0.341
O 1.569967 0.212377 -2.037078 -0.854 -2.786 3.660 -0.577
C 1.441011 -0.741772 -1.229154 1.723 2.467 -2.794 0.267
O 1.325262 -0.640414 0.121562 -2.789 0.682 0.411 -0.464
C 1.624509 -2.136092 -1.707640 -1.529 0.836 -0.057 0.868
C 2.273617 -2.238540 -2.923029 0.370 -2.615 -0.164 -0.797
C 2.369422 -3.504494 -3.527910 -0.390 -1.063 -1.237 -0.376
C 1.737230 -4.654401 -3.000100 0.054 2.455 0.685 -0.682
C 0.885687 -4.413016 -1.912052 1.315 -0.410 -0.613 -0.616
C 0.846698 -3.195031 -1.190007 1.053 -0.897 -1.148 0.748
S 0.044095 -3.288577 0.337395 -1.355 2.071 1.184 -0.209
H 2.799280 -1.427621 -3.343273 0.153 0.961 -0.360 0.493
H 2.747268 -3.715612 -4.561721 0.372 0.944 1.181 0.315
H 1.954659 -5.623566 -3.450928 -0.665 0.239 0.195 0.415
H 0.313380 -5.257107 -1.668307 -0.925 -0.809 1.089 0.456
```
Forces are in eV/Å.

Output
- HOMO energy (spin up / spin down): -11.2 / -11.2 eV
- Max |F|: 4.83 eV/Å
- Energy relative to the best compared isomer or geometry (same formula, charge and spin): 1.3 kJ/mol
- Charge: +1
- Orbital gap (spin up / spin down): 4.133 / 4.069 eV

Entry 2:
Here is C28H29BN7PRu as an isolated structure in a non-equilibrium geometry from the Open Molecules 2025 dataset. Energies are from wB97M-V/def2-TZVPD.

Structure (XYZ):
```
67
Properties=species:S:1:pos:R:3:forces:R:3:mulliken_charge:R:1
H -4.022396 1.123179 -1.124117 -0.058 -0.191 0.102 0.504
N -2.481205 -0.261087 -1.583217 -1.107 -1.820 2.928 -0.611
B -0.692787 -2.117242 -1.450198 -0.024 0.384 -0.249 -0.233
N -1.836255 -1.275580 -0.847428 -1.699 1.211 -0.497 0.439
C -2.482922 -1.413794 0.327118 0.095 0.702 -0.276 -0.239
Ru -1.430702 0.839798 -2.787003 -1.680 2.313 -2.479 0.210
H -2.217338 -2.195744 1.021654 -0.034 0.071 0.026 0.519
C -3.456751 -0.425466 0.432715 -0.065 -0.042 0.194 -0.925
H -4.108988 -0.241168 1.267657 -0.064 -0.161 0.052 0.480
C -3.438403 0.287322 -0.763512 1.395 -1.584 -0.748 -0.335
H -1.066317 -2.920069 -2.248669 0.031 -0.223 0.078 -0.064
C 1.049095 0.707319 1.553251 6.033 -1.639 -2.431 -0.886
H 1.278890 0.523183 2.632887 -0.728 0.559 -0.271 0.443
H 1.976589 1.181739 1.176053 0.127 -0.817 0.199 0.383
H 0.911680 -0.286334 1.072462 0.287 1.317 0.481 0.298
N 0.015142 -2.821550 -0.251049 -0.048 -3.260 0.148 0.437
N 0.448636 -1.225924 -2.008064 0.226 1.405 -0.987 0.151
N 0.639387 -2.066256 0.718227 0.955 -1.780 1.633 -0.113
N 0.302042 0.121104 -2.316341 3.621 -1.537 0.986 -0.027
C 0.207673 -4.139169 -0.010996 -1.530 2.442 -2.325 -0.245
C 1.708704 -1.599543 -2.304581 -0.042 0.585 0.203 -0.141
H -0.200758 -4.887035 -0.676547 0.026 0.012 0.072 0.501
H 2.013573 -2.631259 -2.223136 0.100 0.061 0.061 0.492
C 0.970221 -4.257208 1.146733 0.954 0.084 1.423 -0.807
C 2.423733 -0.478008 -2.695833 0.379 0.052 -0.080 -1.252
C 1.211536 -2.934128 1.573223 -0.541 1.271 -0.915 -0.319
C 1.532432 0.593306 -2.686511 -1.303 -1.611 0.436 -0.268
H 1.307729 -5.161821 1.615026 0.008 -0.212 0.083 0.465
H 3.463615 -0.428393 -2.957659 0.106 -0.126 -0.074 0.455
H 1.765562 -2.603711 2.444074 -0.113 0.026 -0.214 0.486
H 1.650670 1.641032 -2.927924 0.041 -0.181 -0.044 0.573
H -0.183298 1.093046 2.049217 -4.095 1.755 0.601 0.340
N -0.042732 1.555463 1.133442 -1.156 0.120 1.360 0.103
P 0.052305 3.221312 1.281907 -0.613 -0.006 0.267 1.169
C 1.508388 3.823867 2.119258 0.423 0.281 0.147 0.446
C 2.655437 4.187862 1.384784 -0.103 -0.055 0.247 -0.425
C 3.794852 4.632344 2.057075 -0.083 -0.080 -0.028 -0.783
C 3.808031 4.710939 3.453086 -0.214 -0.104 -0.171 -0.473
C 2.677317 4.336703 4.184861 -0.113 -0.090 -0.098 -0.796
C 1.528684 3.893984 3.528102 0.125 -0.052 -0.195 -0.669
C -0.063878 3.882810 -0.385943 0.120 0.112 -0.671 -0.179
C -0.589305 3.080725 -1.413765 -0.131 -0.640 0.651 0.405
C -0.813710 3.576097 -2.681237 0.265 0.432 -0.215 0.001
C -0.476557 4.906737 -2.984000 -0.114 -0.498 0.084 -0.857
C 0.054003 5.717803 -1.976337 -0.033 -0.062 0.027 -0.739
C 0.253735 5.223828 -0.683824 -0.157 -0.391 0.069 -0.262
C -1.439424 3.669056 2.177681 -0.306 0.339 0.278 0.445
C -1.526812 4.894538 2.866703 -0.188 -0.244 -0.101 -0.223
C -2.712206 5.237123 3.522216 0.118 -0.127 -0.119 -0.747
C -3.812749 4.374939 3.486284 0.186 -0.142 -0.158 -0.620
C -3.734360 3.164186 2.786386 0.276 0.168 -0.049 -0.620
C -2.553780 2.811165 2.126570 0.020 0.150 0.185 -0.096
H 2.651430 4.122425 0.294704 0.037 0.062 0.324 0.469
H 4.677367 4.914330 1.482493 -0.239 -0.063 0.185 0.439
H 4.702867 5.057153 3.971520 -0.269 -0.083 -0.157 0.427
H 2.684821 4.385951 5.273978 0.013 0.011 -0.313 0.439
H 0.647161 3.601220 4.103203 0.274 0.136 -0.137 0.471
H -0.836588 1.996275 -1.234978 0.372 1.160 0.643 0.414
H -1.253661 2.858334 -3.412483 0.219 1.025 -0.158 0.438
H -0.628305 5.288120 -3.993349 0.045 -0.007 0.310 0.426
H 0.313680 6.753977 -2.196153 -0.084 -0.310 0.053 0.450
H 0.653192 5.872508 0.098305 -0.097 -0.114 -0.281 0.477
H -0.670158 5.570570 2.896178 -0.264 -0.159 0.028 0.438
H -2.769026 6.180327 4.065941 -0.014 -0.271 -0.158 0.429
H -4.734642 4.646245 4.002853 0.288 -0.077 -0.155 0.407
H -4.590830 2.489801 2.751869 0.223 0.225 0.033 0.441
H -2.486660 1.866706 1.583921 -0.078 0.288 0.157 0.044
```
Forces are in eV/Å.

Output
- Multiplicity: 5
- ⟨S²⟩: 6.0277
- HOMO energy (spin up / spin down): -11.8 / -12.6 eV
- Max |F|: 6.71 eV/Å
- Energy relative to the best compared isomer or geometry (same formula, charge and spin): 0.0 kJ/mol
- Charge: +2
- Orbital gap (spin up / spin down): 6.772 / 2.596 eV

Entry 3:
Here is a 2-piece molecular cluster, CH6NS overall in a non-equilibrium geometry from the Open Molecules 2025 dataset. Energies are from wB97M-V/def2-TZVPD.

Structure (XYZ):
```
9
Properties=species:S:1:pos:R:3:forces:R:3:mulliken_charge:R:1
C 0.368256 -0.732801 -0.089414 -3.205 1.704 3.848 -0.809
N 1.111807 0.483314 -0.141106 1.480 3.993 -1.695 -0.382
S -2.410687 0.339933 0.131841 1.012 -1.552 0.378 -0.133
H 0.116875 -1.091509 -0.997693 -0.577 -1.675 -2.679 0.468
H -0.055971 -1.045760 0.903498 1.083 0.011 -1.203 0.406
H 1.394097 0.874542 0.760062 0.291 -0.686 0.380 0.387
H 0.644109 1.414781 -0.529020 0.202 -2.377 0.378 0.428
H 1.990798 0.460712 -0.775814 -1.404 -0.442 1.265 0.415
H -3.159288 -0.703213 0.737646 1.118 1.023 -0.673 0.220
```
Forces are in eV/Å.

Output
- HOMO energy (spin up / spin down): -13.7 / -13.7 eV
- Max |F|: 5.29 eV/Å
- Energy relative to the best compared isomer or geometry (same formula, charge and spin): 402.9 kJ/mol
- Charge: +1
- Orbital gap (spin up / spin down): 6.345 / 6.376 eV

Entry 4:
Here is one molecule with the formula C6H7N3S in a non-equilibrium geometry from the Open Molecules 2025 dataset. Energies are from wB97M-V/def2-TZVPD.

Structure (XYZ):
```
17
Properties=species:S:1:pos:R:3:forces:R:3:mulliken_charge:R:1
C 0.296011 0.851250 -0.040466 -0.415 2.233 1.599 0.774
C 2.642775 -1.673703 -0.776769 2.484 -2.709 -0.221 -0.508
C 3.684073 -1.109345 -0.070974 1.571 -1.237 -0.128 -0.031
C 1.475985 0.053436 -0.067869 2.541 -3.873 1.910 0.140
C -3.333560 0.579045 0.219251 -1.710 0.746 -0.132 -0.839
C -0.920653 0.529086 0.769180 -2.063 -0.838 -2.811 -0.388
N 0.233425 1.891844 -0.713527 0.050 1.290 -1.264 -0.854
N 1.463398 -1.150074 -0.620791 -2.692 3.002 -0.827 -0.463
N -1.993862 1.143439 0.273584 0.791 -1.253 0.723 -0.105
S 3.058417 0.186328 0.817145 -1.122 1.542 -0.969 -0.126
H 2.621525 -2.596090 -1.392853 0.789 0.674 0.499 0.363
H 4.807343 -1.416365 0.001682 -2.523 0.602 -0.190 0.312
H -3.551022 -0.069178 1.033412 0.157 -0.120 1.365 0.327
H -4.094482 1.421094 0.244478 0.915 -1.109 -0.204 0.303
H -3.599042 -0.157124 -0.591314 0.978 1.304 -0.155 0.317
H -1.054257 -0.440075 1.276104 -0.180 0.682 0.283 0.355
H -1.736078 1.956436 -0.360281 0.428 -0.935 0.519 0.424
```
Forces are in eV/Å.

Output
- HOMO energy (spin up / spin down): -7.4 / -7.3 eV
- Max |F|: 5.01 eV/Å
- Energy relative to the best compared isomer or geometry (same formula, charge and spin): 355.4 kJ/mol
- Orbital gap (spin up / spin down): 6.528 / 6.311 eV